(1)
Below is a structure of composition C31H50BrN5NiP2 in a non-equilibrium geometry, with properties calculated with the ωB97M-V functional and the def2-TZVPD basis.

- ΔE to the lowest compared entry with this formula, charge and spin: 32.2 kcal per mole
- LUMO energy (alpha / beta): -0.254 / -0.304 hartree

ORCA input file:
```
! wB97M-V def2-TZVPD RIJCOSX def2/J DEFGRID3
* xyz 2 3
C -0.751 6.753 -4.154
C -0.945 5.384 -4.394
C -1.231 4.957 -5.709
C -1.340 5.927 -6.714
N -1.170 7.229 -6.462
C -0.880 7.643 -5.227
C -0.859 4.443 -3.296
C -0.986 3.520 -2.509
C -0.966 2.419 -1.660
C 0.241 2.242 -1.017
C 0.453 0.976 -0.467
C -0.606 0.028 -0.434
C -1.877 0.325 -0.864
C -2.014 1.490 -1.618
Ni 0.458 0.245 1.286
P 2.098 -1.292 0.761
H -1.375 3.898 -5.945
H -0.513 7.119 -3.151
H -1.570 5.630 -7.739
H -0.743 8.713 -5.062
H -2.929 1.692 -2.173
H 0.999 3.023 -1.020
H -2.723 -0.326 -0.670
H 1.484 0.772 -0.061
C 2.131 -2.869 1.678
C 2.933 -4.020 1.070
H 1.077 -3.156 1.813
H 2.517 -2.614 2.676
H 2.955 -4.842 1.797
H 2.476 -4.415 0.152
H 3.973 -3.746 0.849
C 2.020 -1.736 -1.020
C 2.896 -0.959 -1.997
H 0.964 -1.558 -1.273
H 2.198 -2.818 -1.108
H 2.620 -1.256 -3.018
H 2.747 0.126 -1.927
H 3.963 -1.180 -1.867
C 3.710 -0.470 1.031
C 4.962 -1.333 0.979
H 3.630 0.013 2.017
H 3.770 0.337 0.286
H 5.828 -0.675 1.133
H 4.980 -2.089 1.772
H 5.098 -1.829 0.009
Br -1.238 -1.476 1.521
P -2.355 -3.403 -1.750
C -0.581 -3.688 -1.637
C -0.282 -5.124 -2.108
H -0.259 -3.510 -0.600
H -0.061 -2.965 -2.282
H 0.759 -5.222 -2.443
H -0.454 -5.858 -1.308
H -0.936 -5.385 -2.955
C -3.172 -3.499 -0.145
C -4.578 -4.125 -0.249
H -3.214 -2.497 0.297
H -2.544 -4.120 0.509
H -4.963 -4.352 0.754
H -5.292 -3.447 -0.736
H -4.545 -5.065 -0.818
C -2.643 -1.880 -2.672
C -2.996 -2.115 -4.150
H -1.729 -1.282 -2.594
H -3.447 -1.323 -2.179
H -3.444 -1.207 -4.570
H -2.100 -2.351 -4.737
H -3.721 -2.933 -4.249
C 0.551 2.330 3.148
N 0.263 0.859 3.293
C -1.097 0.732 3.934
N -1.183 1.441 5.232
C -0.865 2.869 5.012
N 0.482 3.057 4.429
C 1.454 2.449 5.367
N 1.200 1.008 5.583
C 1.245 0.301 4.288
C -0.164 0.893 6.150
H -0.189 2.753 2.457
H 1.566 2.437 2.735
H -1.303 -0.328 4.109
H -1.857 1.163 3.271
H -0.907 3.391 5.976
H -1.610 3.282 4.327
H 2.460 2.563 4.952
H 1.380 2.969 6.328
H 0.997 -0.754 4.453
H 2.257 0.398 3.873
H -0.201 1.455 7.094
H -0.385 -0.164 6.335
*
```

Löwdin atomic charges, in units of e:
1. C -0.01
2. C -0.23
3. C -0.01
4. C -0.12
5. N 0.07
6. C -0.12
7. C 0.09
8. C 0.03
9. C -0.23
10. C 0.03
11. C -0.25
12. C -0.26
13. C -0.15
14. C 0.03
15. Ni 0.19
16. P 0.94
17. H 0.11
18. H 0.12
19. H 0.11
20. H 0.12
21. H 0.14
22. H 0.15
23. H 0.07
24. H 0.07
25. C -0.38
26. C -0.13
27. H 0.03
28. H 0.09
29. H 0.09
30. H 0.06
31. H 0.06
32. C -0.37
33. C -0.11
34. H 0.03
35. H 0.07
36. H 0.09
37. H 0.07
38. H 0.08
39. C -0.38
40. C -0.13
41. H 0.07
42. H 0.08
43. H 0.09
44. H 0.08
45. H 0.07
46. Br 0.60
47. P 1.19
48. C -0.38
49. C -0.13
50. H 0.06
51. H 0.08
52. H 0.09
53. H 0.09
54. H 0.07
55. C -0.42
56. C -0.13
57. H 0.00
58. H 0.09
59. H 0.09
60. H 0.08
61. H 0.08
62. C -0.38
63. C -0.11
64. H 0.07
65. H 0.09
66. H 0.09
67. H 0.08
68. H 0.08
69. C -0.17
70. N -0.17
71. C -0.20
72. N -0.08
73. C -0.15
74. N -0.08
75. C -0.15
76. N -0.08
77. C -0.15
78. C -0.15
79. H 0.13
80. H 0.13
81. H 0.08
82. H 0.12
83. H 0.14
84. H 0.13
85. H 0.13
86. H 0.14
87. H 0.13
88. H 0.11
89. H 0.14
90. H 0.13


(2)
Below is a structure of composition C9H24BrFeO3 in a non-equilibrium geometry, with properties calculated with the ωB97M-V functional and the def2-TZVPD basis.

- LUMO energy (alpha / beta): -0.384 / -0.442 hartree

ORCA input file:
```
! wB97M-V def2-TZVPD RIJCOSX def2/J DEFGRID3
* xyz 2 6
Fe -0.183 1.726 -3.681
Br 0.143 0.619 -1.601
C -1.211 0.360 2.005
C -1.943 1.671 1.917
C -3.302 1.458 1.173
O -2.253 2.197 3.176
H -0.316 0.365 2.627
H -0.834 0.060 1.027
H -1.812 -0.454 2.410
H -1.288 2.305 1.318
H -4.100 2.158 1.417
H -3.821 0.577 1.550
H -3.120 1.293 0.111
H -3.011 1.768 3.580
C 4.570 1.874 1.970
C 3.099 1.755 1.474
C 2.457 3.134 1.150
O 3.014 0.933 0.322
H 4.496 2.501 2.858
H 5.166 2.379 1.210
H 5.031 0.946 2.307
H 2.416 1.293 2.187
H 2.524 3.790 2.017
H 1.408 3.100 0.855
H 3.011 3.647 0.364
H 2.113 0.930 -0.010
C -0.435 -4.710 -3.344
C -0.965 -3.276 -3.307
C -1.984 -2.935 -2.191
O 0.202 -2.494 -2.897
H -0.163 -4.984 -2.325
H 0.427 -4.914 -3.980
H -1.217 -5.390 -3.683
H -1.406 -2.970 -4.256
H -2.867 -3.553 -2.351
H -2.343 -1.910 -2.102
H -1.648 -3.267 -1.208
H 0.146 -1.983 -2.086
*
```

Löwdin atomic charges, in units of e:
1. Fe 1.01
2. Br 0.30
3. C -0.08
4. C -0.50
5. C -0.04
6. O -0.02
7. H 0.07
8. H 0.01
9. H 0.09
10. H 0.11
11. H 0.09
12. H 0.08
13. H 0.06
14. H 0.10
15. C 0.02
16. C -0.32
17. C 0.03
18. O 0.23
19. H 0.10
20. H 0.11
21. H 0.11
22. H 0.20
23. H 0.12
24. H 0.08
25. H 0.11
26. H 0.01
27. C -0.04
28. C -0.42
29. C -0.07
30. O -0.14
31. H 0.09
32. H 0.09
33. H 0.09
34. H 0.13
35. H 0.08
36. H 0.06
37. H 0.08
38. H -0.03


(3)
Below is a structure of composition C24H33Br2ClF9NO9S, with properties calculated with the ωB97M-V functional and the def2-TZVPD basis.

- LUMO energy: 0.006 hartree

ORCA input file:
```
! wB97M-V def2-TZVPD RIJCOSX def2/J DEFGRID3
* xyz 0 1
C 1.516 -1.447 -1.497
C 1.189 -0.347 -2.457
Br 2.299 1.155 -2.172
C 0.275 -0.348 -3.440
Br 0.094 1.183 -4.537
C -0.693 -1.463 -3.770
S -0.929 -1.616 -5.618
O -0.227 -2.795 -3.504
C -1.359 -3.581 -3.529
O -1.341 -4.763 -3.595
O -2.460 -2.811 -3.458
C -2.039 -1.502 -2.992
C -2.917 -0.313 -3.343
C -4.371 -0.292 -2.863
C -5.192 -1.476 -3.334
N -5.023 -1.642 -4.780
C -1.803 -1.616 -1.482
C -2.909 -2.267 -0.655
C -2.955 -3.780 -0.707
Cl -2.583 -1.770 1.062
H 2.554 -1.350 -1.188
H 0.924 -1.350 -0.592
H 1.394 -2.418 -1.952
H -1.905 -0.733 -5.824
H -2.401 0.540 -2.905
H -2.923 -0.147 -4.411
H -4.404 -0.175 -1.783
H -4.833 0.607 -3.272
H -4.889 -2.399 -2.848
H -6.236 -1.309 -3.053
H -5.535 -2.452 -5.101
H -5.403 -0.837 -5.264
H -0.893 -2.157 -1.261
H -1.668 -0.603 -1.108
H -3.887 -1.862 -0.867
H -1.956 -4.206 -0.731
H -3.455 -4.092 -1.618
H -3.521 -4.173 0.129
C 7.525 -3.743 1.730
C 7.300 -2.597 2.690
O 6.599 -1.506 2.048
C 5.287 -1.630 1.962
O 4.606 -2.529 2.354
C 4.694 -0.370 1.289
F 5.392 -0.017 0.207
F 4.710 0.654 2.152
F 3.437 -0.594 0.925
H 8.056 -3.399 0.843
H 8.121 -4.516 2.215
H 6.580 -4.184 1.417
H 8.241 -2.161 3.015
H 6.739 -2.910 3.569
C -3.489 0.138 3.980
C -3.630 -0.363 5.398
O -3.937 0.716 6.312
C -5.204 1.086 6.367
O -6.127 0.632 5.759
C -5.367 2.216 7.411
F -4.413 3.140 7.278
F -5.286 1.698 8.643
F -6.550 2.801 7.273
H -2.740 0.927 3.925
H -3.184 -0.677 3.325
H -4.433 0.536 3.608
H -2.693 -0.773 5.768
H -4.400 -1.128 5.482
C 4.130 3.893 0.631
C 4.193 4.312 -0.821
O 3.477 5.548 -1.047
C 4.131 6.658 -0.753
O 5.244 6.762 -0.330
C 3.245 7.882 -1.084
F 1.997 7.711 -0.641
F 3.203 8.055 -2.411
F 3.748 8.977 -0.529
H 3.094 3.816 0.960
H 4.608 2.919 0.754
H 4.642 4.612 1.268
H 3.692 3.590 -1.460
H 5.221 4.425 -1.163
*
```

Löwdin atomic charges, in units of e:
1. C -0.12
2. C -0.72
3. Br 0.79
4. C -0.67
5. Br 0.77
6. C -0.64
7. S 0.88
8. O -0.01
9. C -0.59
10. O 0.19
11. O 0.05
12. C -0.36
13. C -0.13
14. C -0.17
15. C -0.28
16. N 0.02
17. C -0.15
18. C -0.66
19. C -0.11
20. Cl 0.66
21. H 0.05
22. H 0.09
23. H 0.09
24. H -0.13
25. H 0.12
26. H 0.07
27. H 0.10
28. H 0.12
29. H 0.10
30. H 0.11
31. H 0.07
32. H 0.08
33. H 0.10
34. H 0.12
35. H 0.07
36. H 0.09
37. H 0.08
38. H 0.07
39. C -0.06
40. C -0.19
41. O 0.04
42. C -0.41
43. O 0.17
44. C -0.55
45. F 0.16
46. F 0.17
47. F 0.16
48. H 0.08
49. H 0.08
50. H 0.08
51. H 0.13
52. H 0.13
53. C -0.07
54. C -0.19
55. O 0.03
56. C -0.41
57. O 0.17
58. C -0.55
59. F 0.17
60. F 0.17
61. F 0.18
62. H 0.09
63. H 0.00
64. H 0.08
65. H 0.13
66. H 0.13
67. C -0.05
68. C -0.19
69. O 0.04
70. C -0.41
71. O 0.17
72. C -0.55
73. F 0.17
74. F 0.17
75. F 0.18
76. H 0.09
77. H 0.07
78. H 0.08
79. H 0.07
80. H 0.13


(4)
Below is a cluster of 2 separate species, C8H10Cl2N5O2 in total in a non-equilibrium geometry, with properties calculated with the ωB97M-V functional and the def2-TZVPD basis.

- LUMO energy: -0.188 hartree

ORCA input file:
```
! wB97M-V def2-TZVPD RIJCOSX def2/J DEFGRID3
* xyz 1 1
C 3.989 0.837 -0.479
C 3.576 0.212 -1.960
Cl 4.583 -1.046 -2.900
C 2.290 0.706 -2.545
Cl 1.745 0.065 -4.218
N 1.394 1.739 -1.889
C 1.547 3.269 -1.905
C 0.219 3.702 -1.041
N -0.596 2.485 -0.596
C 0.171 1.292 -1.119
O -0.049 -0.159 -1.026
C -1.511 -0.350 -0.839
N -2.665 -0.846 -0.471
H 3.487 0.175 0.372
H 5.166 0.834 -0.397
H 3.541 1.930 -0.314
H 2.397 3.911 -2.411
H -0.063 4.836 -0.842
H -1.501 2.442 -0.053
C -3.606 -3.739 3.211
O -3.937 -4.872 3.520
N -3.455 -2.750 4.112
N -3.362 -3.369 1.940
H -3.183 -1.814 3.866
H -3.628 -2.977 5.082
H -3.461 -4.075 1.225
H -3.089 -2.436 1.678
*
```

Löwdin atomic charges, in units of e:
1. C -0.09
2. C -0.52
3. Cl 0.59
4. C -0.57
5. Cl 0.56
6. N -0.05
7. C 0.09
8. C 0.04
9. N 0.12
10. C -0.07
11. O 0.04
12. C -0.10
13. N 0.19
14. H 0.11
15. H 0.10
16. H 0.09
17. H 0.16
18. H 0.15
19. H 0.18
20. C -0.72
21. O 0.03
22. N 0.14
23. N 0.14
24. H 0.09
25. H 0.11
26. H 0.11
27. H 0.06


(5)
Below is an isolated molecule of C5H4ClN3O in a non-equilibrium geometry, with properties calculated with the ωB97M-V functional and the def2-TZVPD basis.

- ΔE to the lowest compared entry with this formula, charge and spin: 0.0 kcal per mole
- LUMO energy: -0.016 hartree
- SMILES: NC(=O)c1cnc(Cl)cn1

ORCA input file:
```
! wB97M-V def2-TZVPD RIJCOSX def2/J DEFGRID3
* xyz 0 1
N -2.471 0.781 -0.466
C -1.870 -0.277 0.165
O -2.386 -1.192 0.753
C -0.294 -0.279 0.038
C 0.368 -1.392 -0.218
N 1.745 -1.329 -0.173
C 2.364 -0.221 0.036
Cl 4.027 -0.128 0.114
C 1.593 0.985 0.408
N 0.171 0.932 0.314
H -3.501 0.893 -0.170
H -1.768 1.661 -0.736
H -0.138 -2.252 -0.660
H 2.160 1.819 0.595
*
```

Löwdin atomic charges, in units of e:
1. N 0.10
2. C -0.52
3. O 0.07
4. C -0.26
5. C -0.04
6. N 0.07
7. C -0.80
8. Cl 0.75
9. C -0.02
10. N 0.13
11. H 0.14
12. H 0.18
13. H 0.14
14. H 0.06